{"formula": "C39H50N4O5S2Se2W", "method": "ωB97M-V/def2-TZVPD", "species": ["W", "O", "C", "C", "C", "C", "C", "C", "C", "N", "N", "C", "O", "C", "C", "C", "C", "C", "C", "H", "H", "H", "H", "H", "H", "H", "H", "H", "H", "O", "S", "C", "C", "C", "C", "S", "O", "C", "C", "C", "C", "C", "C", "C", "C", "C", "C", "C", "C", "H", "H", "H", "H", "H", "H", "H", "H", "H", "H", "H", "H", "H", "H", "H", "H", "H", "H", "C", "Se", "C", "C", "Se", "C", "H", "H", "H", "H", "H", "H", "H", "H", "H", "H", "C", "N", "C", "C", "O", "N", "C", "C", "H", "H", "H", "H", "H", "H", "H", "H", "H", "H", "H", "H"], "xyz": [[0.5193, -0.4697, 0.3198], [-0.4804, 0.9214, 1.1242], [-0.8016, 1.3160, 2.3921], [-2.0463, 1.8493, 2.6822], [-2.3199, 2.3679, 3.9426], [-1.3239, 2.3840, 4.9123], [-0.0944, 1.8184, 4.6633], [0.1920, 1.2221, 3.4133], [1.3946, 0.5383, 3.1692], [1.5579, -0.1891, 2.0261], [2.7110, -0.9700, 1.9903], [3.1091, -1.1532, 0.7624], [2.4015, -0.5100, -0.1944], [4.1717, -2.0697, 0.3965], [4.3769, -2.3870, -0.9504], [5.3033, -3.3494, -1.2988], [6.0398, -3.9901, -0.3124], [5.8529, -3.6673, 1.0250], [4.9206, -2.7151, 1.3858], [-2.8088, 1.8740, 1.9167], [-3.2948, 2.7800, 4.1460], [-1.5179, 2.8405, 5.8681], [0.6767, 1.8198, 5.4191], [2.1703, 0.4731, 3.9209], [3.7930, -1.8804, -1.7102], [5.4489, -3.6120, -2.3350], [6.7608, -4.7443, -0.5847], [6.4331, -4.1724, 1.7827], [4.7604, -2.4547, 2.4194], [0.8349, 1.1648, -0.9091], [1.7461, 2.1617, -0.1809], [0.6886, 3.6256, 0.1540], [-0.0833, 4.2035, -1.0250], [-0.9659, 3.2068, -1.7893], [-2.0241, 2.5473, -0.9126], [-2.4878, 0.7999, -1.3166], [-1.2883, -0.1183, -1.0013], [-2.5204, 1.0459, -3.1021], [-1.4134, 0.8010, -3.8895], [-1.4745, 1.0635, -5.2498], [-2.6366, 1.5795, -5.7979], [-3.7425, 1.8224, -4.9973], [-3.6949, 1.5515, -3.6403], [2.6618, 2.8610, -1.5591], [2.4445, 2.3607, -2.8299], [3.0864, 2.9434, -3.9085], [3.9595, 4.0006, -3.7027], [4.2139, 4.4560, -2.4175], [3.5666, 3.8867, -1.3345], [1.3871, 4.3634, 0.5447], [0.0339, 3.3217, 0.9694], [0.6207, 4.6378, -1.7368], [-0.7040, 5.0166, -0.6408], [-0.3161, 2.4489, -2.2216], [-1.4416, 3.7361, -2.6176], [-2.9773, 3.0731, -0.9612], [-1.7059, 2.5046, 0.1254], [-0.5167, 0.4051, -3.4378], [-0.6168, 0.8712, -5.8730], [-2.6842, 1.7887, -6.8551], [-4.6445, 2.2262, -5.4266], [-4.5522, 1.7352, -3.0100], [1.7869, 1.5137, -2.9682], [2.9072, 2.5719, -4.9048], [4.4509, 4.4634, -4.5434], [4.9186, 5.2558, -2.2552], [3.7675, 4.2328, -0.3322], [0.8346, -1.8318, -4.1079], [0.8577, -1.5124, -2.0932], [-2.0802, -3.3493, -2.0882], [-1.8253, -4.2355, -1.1444], [0.7501, -2.9743, 0.3932], [0.4858, -4.1398, 2.0010], [-0.1293, -1.5582, -4.5337], [1.0462, -2.8873, -4.2687], [1.6383, -1.2247, -4.5299], [-1.6865, -3.4679, -3.0846], [-2.7076, -2.4839, -1.9241], [-1.2069, -5.0925, -1.3388], [-2.2162, -4.1582, -0.1401], [0.5615, -5.1658, 1.6438], [-0.4877, -3.9604, 2.4451], [1.2905, -3.9333, 2.7046], [-4.3676, -0.7931, 3.1737], [-3.3510, -1.2694, 2.2550], [-3.7760, -1.2862, 0.8732], [-2.0629, -1.5048, 2.5681], [-1.1522, -1.4094, 1.6564], [-1.7341, -1.9020, 3.8063], [-2.6301, -2.5481, 4.7486], [-0.3653, -1.8316, 4.2795], [-4.8427, 0.0863, 2.7353], [-3.9362, -0.4976, 4.1227], [-5.1461, -1.5401, 3.3357], [-4.5832, -2.0116, 0.7481], [-2.9358, -1.5677, 0.2368], [-4.1519, -0.3056, 0.5736], [-3.5473, -2.8706, 4.2705], [-2.8623, -1.9032, 5.5974], [-2.1263, -3.4369, 5.1328], [0.3066, -1.6006, 3.4544], [-0.0718, -2.7821, 4.7213], [-0.2784, -1.0506, 5.0388]], "forces_ev_per_a": [[-4.6, 0.0, -0.5], [-1.3, 1.8, 2.5], [1.2, -0.6, -0.2], [-0.3, 0.1, -0.1], [0.4, -0.2, -0.4], [0.0, 0.0, 0.2], [0.2, -0.3, -0.5], [-1.4, 1.0, -0.2], [0.4, -1.9, -2.8], [1.2, 0.8, 3.0], [0.9, 0.2, 0.2], [-0.8, 0.7, 0.6], [1.6, -1.1, 0.6], [0.4, -0.1, -0.3], [-0.2, 0.3, 0.1], [0.1, -0.1, 0.0], [-0.1, 0.1, 0.0], [0.0, 0.0, 0.0], [-0.1, 0.2, -0.1], [0.0, -0.1, -0.1], [-0.1, 0.1, 0.1], [0.0, 0.0, 0.2], [0.0, 0.0, 0.2], [0.2, -0.1, -0.1], [0.0, -0.1, 0.1], [0.0, 0.0, -0.1], [0.1, -0.1, 0.0], [0.0, 0.0, 0.1], [0.0, 0.0, 0.1], [0.5, 0.2, -0.1], [0.6, 2.0, -0.6], [0.0, -0.3, 0.0], [-0.1, -0.2, -0.2], [0.2, 0.0, -0.1], [0.0, -0.3, 0.0], [1.1, 0.4, -0.1], [-1.3, 0.1, -0.5], [-0.1, -0.2, 0.3], [0.2, -0.1, 0.0], [-0.1, 0.0, 0.2], [0.0, 0.0, -0.1], [0.0, 0.1, 0.0], [0.1, -0.1, 0.1], [0.1, -0.2, 0.2], [-0.2, -0.2, 0.0], [0.1, 0.1, 0.1], [0.0, 0.0, 0.0], [0.0, 0.0, 0.0], [-0.1, 0.0, 0.1], [0.1, 0.0, 0.1], [0.1, 0.0, 0.1], [0.0, 0.1, 0.0], [0.1, 0.1, 0.1], [-0.2, 0.1, -0.1], [0.0, -0.1, 0.0], [-0.1, 0.0, 0.0], [-0.2, 0.0, 0.0], [0.1, 0.0, 0.1], [0.1, 0.0, -0.1], [0.0, 0.0, -0.1], [-0.1, 0.0, -0.1], [-0.2, 0.0, 0.0], [-0.1, 0.0, 0.0], [0.0, 0.0, -0.1], [0.1, 0.0, -0.1], [0.1, 0.1, 0.0], [0.1, 0.1, 0.1], [-0.5, 0.5, 0.4], [1.2, -2.1, -2.7], [-0.2, 0.1, -0.1], [-0.1, 0.0, 0.0], [0.7, -1.5, 0.1], [-0.1, 0.9, -0.1], [0.1, 0.0, 0.1], [0.0, 0.1, 0.3], [-0.1, 0.0, 0.2], [0.1, -0.1, -0.2], [-0.1, 0.0, 0.1], [0.2, -0.2, -0.1], [-0.1, 0.1, 0.1], [0.0, 0.2, -0.2], [0.0, 0.0, 0.1], [-0.1, 0.0, 0.0], [-0.1, 0.0, 0.2], [0.0, 0.0, -0.1], [0.1, -0.3, -0.3], [1.3, 0.2, -1.2], [-0.8, 0.0, 0.9], [0.1, 0.0, 0.3], [-0.2, -0.2, 0.1], [0.3, 0.2, -0.2], [0.0, 0.0, 0.0], [0.0, 0.0, 0.1], [0.0, 0.0, 0.1], [0.0, 0.0, 0.0], [-0.2, 0.0, 0.1], [0.0, 0.0, 0.1], [0.0, 0.0, 0.0], [0.0, 0.0, 0.0], [0.0, 0.0, 0.0], [-0.2, -0.2, 0.2], [0.0, -0.1, 0.0], [0.0, -0.1, 0.1]], "homo_energy_ev": [-12.11, -12.52], "charge": 2, "relative_energy_ev": 6.2287, "multiplicity": 3, "e_tot_ha": -7777.0406}

***

{"formula": "C10H26CrFN2O3Y", "method": "ωB97M-V/def2-TZVPD", "species": ["Cr", "Y", "F", "C", "C", "C", "O", "C", "N", "H", "H", "H", "H", "H", "H", "H", "H", "H", "H", "H", "C", "O", "C", "C", "N", "C", "C", "O", "C", "H", "H", "H", "H", "H", "H", "H", "H", "H", "H", "H", "H", "H", "H", "H"], "xyz": [[18.8163, -23.1433, 12.0206], [21.3222, -25.3175, 13.3159], [20.0249, -24.4001, 12.4093], [17.9401, -23.7615, 15.4822], [18.2858, -23.7236, 14.0302], [17.0489, -24.0902, 13.1368], [17.6700, -24.3587, 11.9086], [16.8836, -25.3228, 11.1496], [18.9388, -22.4644, 13.7031], [18.8596, -23.4845, 15.9977], [17.7330, -24.7169, 15.9643], [17.1572, -23.0779, 15.8107], [19.0115, -24.5201, 13.8661], [16.2419, -23.3577, 13.1226], [16.6651, -25.0240, 13.5477], [17.4360, -25.5893, 10.2485], [15.8803, -24.9936, 10.8789], [16.8927, -26.3136, 11.6038], [19.6399, -22.5862, 14.4198], [18.4327, -21.7689, 14.2324], [23.8843, -27.2258, 16.3804], [23.9419, -28.1125, 15.3064], [24.6014, -27.6554, 14.1171], [23.8110, -26.4953, 13.4271], [22.3295, -26.7534, 13.5072], [21.9839, -27.6978, 12.3980], [21.8873, -27.0521, 11.0344], [20.8798, -26.0291, 11.2017], [20.1996, -25.7382, 10.0254], [23.1696, -26.4053, 16.3160], [24.8775, -26.8470, 16.6216], [23.5548, -27.9367, 17.1381], [24.7184, -28.5249, 13.4702], [25.6029, -27.4075, 14.4688], [24.1227, -26.3632, 12.3910], [23.9959, -25.6442, 14.0825], [22.3800, -27.3932, 14.2870], [21.0143, -28.1097, 12.6777], [22.7226, -28.4983, 12.3591], [21.6061, -27.8735, 10.3754], [22.8576, -26.6962, 10.6879], [20.6020, -24.8290, 9.5788], [19.1403, -25.5610, 10.2113], [20.2054, -26.4826, 9.2292]], "forces_ev_per_a": [[2.8, 7.4, -6.7], [-1.6, 9.4, 3.2], [-2.3, 2.4, -3.9], [0.3, 0.2, 1.7], [-3.4, -2.1, 2.3], [0.5, -0.3, 2.7], [-6.7, -6.2, -2.9], [0.3, -1.6, -1.9], [1.1, 1.9, 5.2], [0.1, 0.4, 0.4], [-0.4, -0.3, -0.7], [0.0, 0.2, -0.2], [-0.8, 0.0, 0.6], [0.0, 0.2, -0.3], [-0.2, 0.0, 0.0], [-0.3, 0.8, -0.3], [0.1, 0.3, 0.4], [-0.4, 0.3, 1.0], [1.5, 1.0, -0.2], [-0.8, 1.2, -0.4], [0.7, -0.9, 1.4], [-1.1, 0.1, -3.1], [0.0, -1.0, 1.3], [1.3, 0.5, 0.8], [8.6, -12.9, -0.1], [-0.4, -1.2, -0.7], [0.5, -1.2, 0.8], [2.0, -2.2, 0.4], [-1.6, 1.8, -2.3], [-0.3, 0.3, -0.4], [0.0, 0.2, 0.1], [0.0, 0.7, 0.7], [-0.2, 0.0, -0.1], [0.2, 0.9, -0.7], [0.1, 0.3, 0.1], [0.2, 0.7, -0.2], [-0.1, -1.2, 1.9], [-0.1, -0.4, -0.2], [-0.1, -0.1, 0.2], [-0.4, 0.3, -0.3], [-0.2, 0.5, -0.3], [0.1, 0.1, -0.1], [0.4, -0.1, 0.3], [0.5, -0.5, 0.4]], "homo_energy_ev": [-22.29, -22.29], "charge": 4, "relative_energy_ev": 11.1292, "multiplicity": 5, "e_tot_ha": -1912.5497}

***

{"formula": "C48H56O26", "method": "ωB97M-V/def2-TZVPD", "species": ["O", "C", "C", "C", "O", "C", "O", "C", "C", "O", "H", "H", "H", "H", "O", "C", "C", "C", "O", "C", "O", "C", "C", "O", "H", "H", "H", "H", "O", "C", "C", "C", "O", "C", "O", "C", "C", "O", "H", "H", "H", "H", "O", "C", "C", "C", "O", "C", "O", "C", "C", "O", "H", "H", "H", "H", "O", "C", "C", "C", "O", "C", "O", "C", "C", "O", "H", "H", "H", "H", "C", "C", "C", "O", "H", "H", "H", "H", "H", "H", "C", "C", "C", "O", "H", "H", "H", "H", "H", "H", "C", "C", "C", "O", "H", "H", "H", "H", "H", "H", "C", "C", "C", "O", "H", "H", "H", "H", "H", "H", "C", "C", "C", "O", "H", "H", "H", "H", "H", "H", "C", "C", "C", "O", "H", "H", "H", "H", "H", "H"], "xyz": [[-1.8162, -7.1688, -1.4358], [-1.1282, -6.1538, -1.3598], [-0.7092, -5.6328, -0.0628], [0.0778, -4.3508, 0.0282], [0.3278, -3.6938, 1.3232], [0.4348, -3.5228, -1.1178], [1.0648, -2.4368, -1.1488], [-0.0362, -4.0278, -2.4138], [-0.8242, -5.3618, -2.5018], [-1.2012, -5.8408, -3.7228], [-0.9372, -6.3158, 0.8102], [0.1548, -4.2938, 2.1342], [0.1728, -3.5848, -3.1948], [-1.8232, -6.5628, -3.5558], [-1.0842, -0.8318, 1.1602], [-0.3262, 0.1012, 0.9532], [-0.7252, 1.1802, 0.0592], [0.2128, 2.2892, -0.3398], [-0.1422, 3.3502, -1.0998], [1.5388, 2.3212, 0.1782], [2.3208, 3.1402, -0.2328], [1.9108, 1.2912, 1.0992], [0.9658, 0.2002, 1.5622], [1.4198, -0.9418, 2.2812], [-1.7442, 1.0762, -0.5028], [-1.0812, 3.2422, -1.3168], [2.9078, 1.0762, 1.5602], [0.8868, -1.7298, 2.1692], [-2.4612, 0.6302, -3.0588], [-2.0102, 0.7512, -4.2108], [-0.6112, 1.2162, -4.4138], [-0.1422, 1.3712, -5.8438], [1.1318, 1.7922, -6.1448], [-0.9672, 1.1952, -7.0568], [-0.5852, 1.3012, -8.1848], [-2.4502, 0.8932, -6.8748], [-2.8762, 0.6972, -5.3448], [-4.1672, 0.3042, -5.1888], [-0.1572, 1.5492, -3.6348], [1.4418, 1.5842, -5.3018], [-3.0442, 1.0512, -7.6918], [-4.4222, 0.4082, -4.2858], [5.0468, 4.1862, 1.7092], [5.2898, 4.3572, 0.4742], [5.3058, 3.2582, -0.4368], [5.5698, 3.4322, -1.8328], [5.6308, 2.4942, -2.7228], [5.8748, 4.7722, -2.3918], [5.9068, 4.9632, -3.5718], [5.8678, 5.9342, -1.4708], [5.6188, 5.6972, 0.0482], [5.5238, 6.7762, 0.8622], [5.2988, 2.3752, -0.0938], [5.9848, 2.9902, -3.5698], [6.1408, 6.8982, -1.7698], [5.4978, 6.1652, 1.6952], [-3.6002, -4.3418, 5.3142], [-3.0322, -3.2378, 5.2472], [-3.4862, -2.2718, 6.1892], [-2.8202, -0.8108, 6.3592], [-3.4922, 0.1842, 7.0402], [-1.6572, -0.5858, 5.3012], [-1.2572, 0.5972, 5.2842], [-1.1142, -1.5568, 4.5812], [-1.8792, -2.8618, 4.4772], [-1.2812, -3.9178, 3.7612], [-4.2702, -2.4898, 6.6632], [-4.2702, -0.0848, 7.5692], [-0.0812, -1.5218, 4.1472], [-1.9642, -4.7188, 3.5272], [-3.9922, 6.4642, -2.7488], [-3.6452, 5.8162, -1.3768], [-4.5062, 6.1632, -0.1058], [-2.7662, 4.8992, -1.1928], [-3.4262, 5.9972, -3.5868], [-3.6752, 7.4132, -2.8568], [-4.9812, 6.5182, -2.9748], [-4.9002, 5.2442, 0.2462], [-5.3122, 6.8142, -0.3478], [-3.8592, 6.6102, 0.7312], [-6.9492, 1.3272, -1.3158], [-6.0622, 0.3712, -0.5708], [-4.5272, 0.6562, -0.2408], [-6.5122, -0.7578, -0.1298], [-6.4132, 2.1042, -1.9318], [-7.8512, 1.6602, -0.7328], [-7.4042, 0.7252, -1.9298], [-4.6232, 1.6372, -0.0028], [-3.8972, 0.8152, -1.0338], [-3.8102, 0.1092, 0.4132], [2.4438, 0.2682, -2.2458], [2.9948, -0.5568, -3.4158], [3.6958, -1.9148, -3.1618], [2.8048, -0.2558, -4.5418], [3.2788, 0.4762, -1.5268], [1.6808, -0.1858, -1.6488], [1.8178, 1.2702, -2.2178], [3.1578, -2.7198, -2.5998], [4.5368, -1.9388, -2.4968], [3.7618, -2.2448, -4.1878], [3.7298, -2.8288, 0.9382], [4.9208, -2.2498, 1.6492], [5.9548, -3.2228, 2.3302], [5.1758, -1.0248, 1.5992], [3.7748, -3.5428, 0.0292], [3.0128, -2.1138, 0.5662], [3.0968, -3.3308, 1.6132], [5.9288, -4.3108, 2.2632], [5.9368, -2.8718, 3.3332], [6.8098, -3.0378, 1.9842], [4.3018, 0.4342, 4.8762], [3.4478, -0.7448, 5.5282], [2.1218, -0.4628, 6.2342], [3.8368, -1.8638, 5.3722], [5.2108, -0.0328, 4.7492], [4.5128, 1.1932, 5.7482], [3.8748, 1.2162, 4.2752], [2.3528, 0.5112, 6.7352], [1.7368, -1.1978, 6.9892], [1.2448, -0.1928, 5.4552], [-3.9042, -3.2258, 1.3742], [-3.8832, -3.7008, -0.0138], [-3.1522, -2.8268, -1.1168], [-4.2172, -4.8708, -0.3028], [-2.9452, -2.9258, 1.7752], [-4.3532, -3.8798, 2.0172], [-4.2922, -2.1948, 1.2832], [-3.3382, -3.3228, -1.9618], [-2.0712, -2.5798, -0.9398], [-3.7292, -1.8228, -1.1238]], "forces_ev_per_a": [[0.7, 0.6, -0.4], [-1.2, -1.1, 2.3], [3.3, 3.9, 1.4], [-3.1, -3.5, 4.9], [-0.3, -2.7, -1.6], [0.6, 1.9, -3.0], [-1.2, -2.3, 1.4], [-5.2, -10.3, 7.7], [3.5, 6.0, -3.4], [0.5, 1.0, 1.6], [0.3, 1.3, -0.9], [0.1, 1.1, -2.1], [2.0, 4.5, -7.7], [-0.1, -0.4, 0.1], [0.0, -0.5, 0.3], [-2.0, 0.7, -1.1], [1.4, 3.9, -3.2], [-6.4, -3.2, 0.6], [0.2, -1.5, 0.6], [1.5, -0.1, 0.7], [0.8, 0.8, -0.2], [-2.0, -6.5, 4.4], [5.6, 1.2, -1.0], [0.4, 3.6, -0.7], [2.1, 0.3, 1.3], [-0.1, 0.4, -0.1], [-0.6, 1.0, -0.9], [-0.9, -0.1, -0.7], [-0.1, -0.2, -1.3], [2.4, 1.5, 2.2], [-3.1, -2.1, -10.5], [0.5, 0.6, 4.5], [-3.4, -0.6, -0.8], [-4.1, -0.9, 0.2], [1.5, 0.4, -0.7], [2.4, -0.3, 9.7], [-1.5, -0.5, -9.2], [1.2, 0.6, -1.0], [3.4, 1.8, 4.7], [2.9, -0.2, 2.3], [-1.9, -0.1, -1.6], [-0.1, -0.1, 1.5], [0.6, 0.8, -2.4], [-0.6, -1.6, 3.4], [1.3, 6.1, -6.6], [-0.2, 0.2, 4.4], [0.9, 0.1, -2.3], [-1.4, 3.1, 2.9], [0.7, -0.9, -2.2], [-0.7, -3.2, 6.7], [0.8, 3.9, -8.6], [0.4, -4.2, 1.3], [-0.6, -6.5, 2.7], [-1.1, -1.2, 1.5], [0.2, 1.2, -0.6], [-0.4, 2.0, -0.3], [1.4, 0.5, -1.7], [-2.2, -0.3, 2.9], [8.3, 8.7, -2.5], [-4.8, -6.4, -1.6], [2.2, -1.0, -1.2], [-2.0, 7.5, 4.8], [-0.3, -1.7, -0.3], [-0.5, -9.7, -3.3], [5.7, 1.6, -2.2], [-2.7, -0.5, -0.1], [-6.2, -1.6, 4.0], [0.7, -0.5, -0.7], [-1.4, 0.3, 0.3], [1.8, 3.0, 1.5], [3.1, -3.8, 0.6], [1.8, -2.9, 1.5], [2.3, 0.9, -0.5], [-3.1, 3.6, -1.5], [-0.5, -0.4, 0.7], [1.3, 3.6, 0.5], [-3.1, -0.4, -0.3], [-0.3, -0.9, 0.4], [-0.6, 0.7, -0.1], [-0.8, -0.6, -1.4], [2.0, 3.2, 2.7], [1.2, -5.7, 3.1], [-1.9, -1.4, 0.1], [1.1, 4.7, -2.0], [-0.6, -0.5, 1.1], [1.4, 0.3, 0.0], [-2.4, -3.4, -4.0], [0.1, 3.3, 1.9], [1.0, -0.1, -3.1], [-1.7, -0.2, 0.3], [0.1, 2.2, 1.8], [-1.1, -0.7, 3.1], [-1.5, -0.3, 0.5], [-0.3, 1.1, -2.5], [-0.5, -0.3, -0.5], [0.0, -1.8, 0.3], [1.8, -1.3, -1.8], [-0.8, 1.1, -0.6], [1.2, 0.7, -0.4], [1.1, -0.5, 0.0], [-0.9, -0.4, -1.9], [1.7, 1.3, -1.4], [-6.9, -0.4, 1.7], [-0.8, -3.3, 0.5], [1.1, 0.9, 1.6], [0.3, 1.0, -0.1], [-0.5, -1.1, 1.3], [-1.2, 0.1, 0.0], [0.1, -0.1, 1.2], [7.0, 2.2, -2.9], [-2.0, 1.4, 5.0], [-1.1, 1.2, -1.5], [-1.1, 2.0, -0.6], [0.7, -1.0, 0.1], [2.0, -0.5, -1.5], [-0.2, -1.5, -0.8], [-0.3, -0.7, -1.4], [-0.8, -0.6, 0.0], [0.7, 0.4, -1.0], [2.2, -0.6, 1.6], [0.8, 3.2, -1.4], [2.3, -3.0, -1.7], [-1.3, 3.0, 4.4], [0.3, 2.8, 0.4], [0.9, -0.4, -0.3], [-1.7, -1.4, 1.6], [-0.9, -0.4, 0.6], [-0.3, -1.7, -3.6], [-1.1, -0.4, 0.1], [1.0, -1.4, -0.2]], "homo_energy_ev": -8.72, "charge": 0, "smiles": "O=C1C=C(O)C(=O)C=C1O.O=C1C=C(O)C(=O)C=C1O.O=C1C=C(O)C(=O)C=C1O.O=C1C=C(O)C(=O)C=C1O.O=C1C=C(O)C(=O)C=C1O.CC(C)=O.CC(C)=O.CC(C)=O.CC(C)=O.CC(C)=O.CC(C)=O", "relative_energy_ev": 3.0012, "e_tot_ha": -3818.0485}